# C32H47N7O2S2

A 9-piece molecular cluster, C32H47N7O2S2 overall in a non-equilibrium geometry (wB97M-V/def2-TZVPD, OMol25).

Its multiplicity is 1. For the relative energy (zero: lowest compared OMol25 entry of this formula, charge and spin), the calculation gives 1.224 eV. The calculation puts the total energy at -2577.55363 Ha. The value obtained for the HOMO-LUMO gap is 8.33 eV.

Structure (XYZ):
```
90
Properties=species:S:1:pos:R:3:forces:R:3
C 0.6462 0.9266 0.1542 0.90 0.28 -0.14
S 0.6505 -0.8422 -0.1694 -1.22 0.58 -0.01
O -0.5489 -1.3349 0.5975 0.39 -0.29 0.23
C 0.0291 -0.6834 -1.8545 -0.08 0.17 0.04
H -0.3382 1.3285 -0.0684 -0.06 -0.08 0.00
H 1.4053 1.4113 -0.4706 -0.16 -0.04 -0.18
H 0.9409 1.1405 1.1836 -0.21 -0.28 0.11
H 0.8050 -0.2098 -2.4547 -0.10 -0.11 -0.18
H -0.8617 -0.0550 -1.8091 0.10 0.16 0.05
H -0.3011 -1.6426 -2.2474 0.43 -0.19 0.08
C 3.5441 -0.4053 2.5095 0.31 -0.43 0.72
S 3.3139 1.0672 3.5178 0.31 0.78 -0.50
O 2.0220 1.6813 3.0938 -0.06 -0.29 0.26
C 3.1405 0.2587 5.1088 0.50 -0.67 -0.32
H 4.5794 -0.7383 2.6118 0.01 0.04 0.07
H 3.3639 -0.1961 1.4593 -0.25 0.20 0.06
H 2.8996 -1.1837 2.9161 -0.14 -0.08 -0.38
H 2.3654 -0.5086 5.0829 -0.26 0.27 0.12
H 3.0482 1.0018 5.8936 -0.30 0.07 -0.06
H 4.0892 -0.2683 5.2586 0.00 0.08 0.03
N 0.3984 4.3323 -3.1596 0.18 -0.37 -0.13
C 1.6178 4.4775 -2.5360 -0.10 0.29 -0.40
C 2.3556 3.3476 -2.7785 -0.14 -0.08 0.46
C 1.5467 2.4756 -3.5496 -0.09 -0.20 0.12
C 0.3572 3.1090 -3.7661 -0.16 -0.25 -0.20
H -0.3132 5.0248 -3.3057 0.09 0.16 0.30
H 1.8804 5.3993 -2.0463 -0.02 -0.05 0.11
H 3.3155 3.1128 -2.3515 0.08 0.22 -0.13
H 1.7720 1.4685 -3.8624 0.12 0.06 -0.08
H -0.5123 2.7371 -4.2813 -0.05 0.19 -0.03
N 5.9728 2.4550 0.2114 -0.05 0.44 -0.09
C 7.0136 3.1472 -0.3517 -0.20 0.05 0.11
C 6.8884 3.0675 -1.7176 0.66 -0.32 0.24
C 5.7479 2.2785 -1.9869 -0.49 0.14 0.18
C 5.1634 1.9841 -0.7791 0.23 -0.82 -0.31
H 5.8767 2.2768 1.1947 -0.22 0.16 0.00
H 7.6768 3.7131 0.2805 0.23 -0.16 -0.10
H 7.6406 3.3969 -2.4152 -0.20 0.27 -0.09
H 5.3514 1.9659 -2.9387 0.09 0.13 -0.08
H 4.2927 1.3763 -0.5945 0.01 0.06 0.21
N -1.7444 -6.7367 1.3260 0.32 0.01 0.26
C -3.0806 -6.5008 1.1584 0.13 0.15 -0.34
C -3.2046 -5.2117 0.6983 -0.45 -0.03 0.29
C -1.9207 -4.6264 0.6894 0.72 0.17 0.00
C -1.0265 -5.6000 1.0568 -0.34 -0.14 0.12
H -1.3218 -7.5522 1.7306 -0.21 -0.11 -0.06
H -3.8242 -7.2419 1.3918 0.02 -0.09 -0.14
H -4.1230 -4.7288 0.4064 -0.05 -0.01 0.17
H -1.6465 -3.5912 0.5474 -0.12 -0.03 -0.33
H 0.0431 -5.5982 1.1763 0.00 0.15 0.05
N 0.6024 -2.4438 3.0988 0.48 0.49 0.30
C 1.5765 -3.2199 2.5187 -0.49 0.31 0.67
C 2.1790 -3.9217 3.5421 0.34 -0.07 -1.17
C 1.6234 -3.5022 4.7707 0.00 -0.31 -0.17
C 0.6600 -2.5741 4.4537 -0.26 -0.06 0.15
H 0.0110 -1.7527 2.6571 0.08 -0.27 -0.55
H 1.8587 -3.0851 1.4891 -0.29 -0.35 -0.15
H 2.9149 -4.6772 3.3093 0.18 0.07 0.49
H 1.8990 -3.9150 5.7261 -0.18 0.21 0.16
H -0.0188 -1.9964 5.0602 0.00 -0.14 0.13
N -2.6209 3.2002 3.8431 0.31 -0.54 0.70
C -1.6872 2.3435 4.3961 -0.47 0.73 -0.59
C -1.4082 1.4204 3.4311 0.48 -0.75 -0.23
C -2.1786 1.6969 2.2675 -0.39 0.14 0.75
C -2.9596 2.7790 2.5937 0.13 0.89 -0.46
H -3.0062 3.9829 4.3376 -0.12 0.03 -0.17
H -1.2986 2.5785 5.3705 0.14 -0.34 0.05
H -0.7077 0.6007 3.4819 0.10 0.15 0.22
H -2.1677 1.1134 1.3639 -0.11 0.05 -0.07
H -3.6097 3.4353 2.0342 -0.11 -0.38 -0.24
N -5.2298 2.4647 -1.9888 0.05 0.27 -0.49
C -4.2324 2.5378 -1.0535 0.22 -0.67 0.05
C -3.0554 2.8064 -1.7026 -0.16 0.47 0.54
C -3.3612 2.9782 -3.0730 -0.02 -0.06 -0.28
C -4.7046 2.7612 -3.2206 0.24 -0.03 -0.06
H -6.1687 2.1265 -1.8860 0.01 0.12 0.39
H -4.3562 2.2915 -0.0123 -0.32 0.03 -0.03
H -2.1343 2.9732 -1.1654 0.16 -0.09 -0.27
H -2.6926 3.2009 -3.8875 0.03 0.10 0.06
H -5.2976 2.8346 -4.1162 -0.16 -0.18 0.10
N -4.5493 -2.3491 -3.9356 -0.02 0.18 0.39
C -3.2030 -2.3442 -3.6859 0.11 -0.11 -0.47
C -2.5745 -2.3551 -4.9063 0.12 0.29 -0.04
C -3.5715 -2.3983 -5.9204 0.17 0.75 0.29
C -4.7790 -2.3121 -5.2783 -0.16 -1.02 -0.40
H -5.2730 -2.4781 -3.2523 0.08 0.13 0.08
H -2.7791 -2.3397 -2.6972 -0.20 0.04 0.11
H -1.5244 -2.1804 -5.0809 0.07 -0.37 0.10
H -3.3806 -2.3783 -6.9796 -0.16 -0.03 -0.04
H -5.7812 -2.4078 -5.6639 0.01 0.16 0.01
```
Forces are in eV/Å.